{"formula": "C26H75BN21O11S2", "method": "ωB97M-V with the def2-TZVPD basis set", "symbols": ["S", "S", "O", "O", "O", "O", "O", "O", "O", "O", "O", "O", "O", "N", "N", "N", "N", "N", "N", "N", "N", "N", "N", "N", "N", "N", "N", "N", "N", "N", "N", "N", "N", "N", "C", "C", "C", "C", "C", "C", "C", "C", "C", "C", "C", "C", "C", "C", "C", "C", "C", "C", "C", "C", "C", "C", "C", "C", "C", "C", "B", "H", "H", "H", "H", "H", "H", "H", "H", "H", "H", "H", "H", "H", "H", "H", "H", "H", "H", "H", "H", "H", "H", "H", "H", "H", "H", "H", "H", "H", "H", "H", "H", "H", "H", "H", "H", "H", "H", "H", "H", "H", "H", "H", "H", "H", "H", "H", "H", "H", "H", "H", "H", "H", "H", "H", "H", "H", "H", "H", "H", "H", "H", "H", "H", "H", "H", "H", "H", "H", "H", "H", "H", "H", "H", "H"], "positions_angstrom": [[0.7505, -0.1387, -0.2004], [0.9066, -0.8376, 2.7018], [-0.6487, 2.1774, -13.6489], [-4.2877, 0.4572, -3.3776], [-2.9300, -2.9316, 7.3193], [-7.3422, 1.1952, -11.0580], [0.9044, 0.7596, -9.6774], [1.2283, -5.2510, 6.8560], [5.7395, 1.4091, 5.4552], [6.0397, 0.1766, 10.2709], [5.6305, -4.3512, 9.0037], [3.6622, 0.4920, -7.6034], [-5.5740, -1.0420, 9.9814], [5.8000, -2.0600, 9.9845], [7.1317, 0.2097, 6.7913], [6.8136, -6.2422, 8.5929], [6.0995, -1.1885, 12.0845], [-3.6878, -1.8553, 5.4723], [-7.6736, -0.2278, 10.2236], [3.6430, -0.5801, -9.6042], [6.6187, -4.6167, 6.9827], [-2.0322, 3.9666, -13.7644], [0.8223, 2.7138, -10.8301], [1.7420, 2.6391, -8.7301], [-5.9082, 0.7545, 11.3185], [-0.2650, 3.7649, -15.2213], [-4.6413, -1.4567, 7.5271], [-0.1675, -3.4694, 6.6666], [-7.5584, 1.1746, -8.7993], [0.1279, 1.6402, 1.9594], [5.4259, 1.4313, 7.7037], [5.5236, -0.6102, -8.2816], [-5.8482, 0.0287, -9.8119], [1.6397, -3.6705, 5.2763], [6.3113, -5.0271, 8.2419], [-0.9618, 3.2342, -14.1769], [4.2347, -0.1882, -8.4439], [0.0536, -2.4814, -1.6530], [-4.0177, 0.7442, -0.8321], [0.9185, -4.1999, 6.3053], [3.3630, 2.5603, 3.8061], [-3.7057, -2.1314, 6.8084], [-0.4489, -1.6544, -2.8976], [-6.3360, -0.2245, 10.4762], [-2.4851, 1.0755, -0.6223], [6.0722, 1.0444, 6.5771], [1.1417, 1.9605, -9.7414], [-2.1596, 1.5398, 0.8538], [3.5465, 4.1069, 4.1114], [-0.7513, 2.2692, 0.9552], [-0.1177, -1.7580, -0.2773], [0.5604, 0.3436, 1.5620], [-2.6620, -0.0709, -6.4865], [-6.9423, 0.8234, -9.9620], [1.7888, 2.3168, 3.8062], [-4.2229, -0.4079, -4.4774], [-4.0367, 0.3887, -5.8373], [5.9834, -0.9568, 10.7472], [1.2603, 2.5205, 2.3424], [-2.1996, 1.0569, -7.4764], [-4.2102, -0.3098, -2.0938], [-5.2049, -0.9462, -4.5551], [1.3534, 3.1170, 4.4539], [-2.7863, -1.0436, -7.0115], [-2.2218, 0.7116, 1.5918], [6.0554, -2.1003, 12.4963], [7.6402, -0.1011, 5.9848], [-2.9736, 2.2592, 1.1213], [-5.2805, -0.8001, 7.1235], [-2.8205, 0.9863, -8.4012], [6.6034, -6.5757, 9.5153], [-5.5052, -0.2850, -8.9222], [-0.5034, 4.6286, -15.6694], [-2.3534, 2.0501, -6.9980], [1.9447, 3.6190, -8.7606], [2.4500, -4.1769, 4.9743], [-0.6642, -0.5995, -2.6366], [-0.7324, -3.8191, 7.4188], [-2.3084, 4.8346, -14.1812], [4.1004, -1.1357, -10.3006], [4.6020, 4.4329, 4.0712], [3.0854, 4.2581, 5.1179], [4.6422, 2.0477, 7.5956], [1.5132, 1.3471, 4.2597], [7.3712, -6.8113, 7.9858], [1.1144, -2.8070, -1.7522], [5.7505, -2.9907, 10.3447], [-3.9444, 1.4745, -5.6290], [1.4000, -2.8130, 4.8141], [-0.9862, 3.3262, 1.2247], [-2.5678, 3.6028, -12.9964], [-5.3660, -0.2498, -10.6459], [7.1719, -5.1519, 6.3417], [3.8121, 2.2985, 2.8198], [-5.1733, -1.0218, -1.9006], [-1.2039, -1.5959, -0.0904], [-8.0213, -0.9383, 9.6057], [-0.5596, -3.4125, -1.5961], [6.0157, -1.1674, -8.9523], [-1.3805, -2.1309, -3.2758], [-4.6880, -1.6328, 8.5290], [-4.9263, 0.7843, 11.5245], [6.2614, -3.7250, 6.6898], [-4.8352, 0.1495, -6.5755], [2.6861, -0.2862, -9.7594], [-4.4602, 0.3107, 0.1029], [-8.3686, 1.7606, -8.8701], [-3.0085, -2.3375, 4.9122], [-7.2463, 0.8823, -7.8914], [7.4208, -0.0987, 7.7020], [-4.5493, 1.7100, -1.0213], [-1.9241, -0.2174, -5.6666], [5.9908, -0.3396, -7.4364], [-3.2382, -1.0507, -2.1533], [-6.5133, 1.4353, 11.7353], [-3.3633, -1.1146, -4.3620], [-0.2987, 2.3265, -0.0682], [1.0063, 3.6954, -10.8996], [-1.1407, 0.9535, -7.7948], [0.5302, 3.2491, -15.5499], [0.8766, 3.5673, 2.2856], [1.9959, 2.1107, -7.9097], [3.8500, 1.9234, 4.5818], [5.7044, -1.9198, 8.9981], [-0.4320, -2.6100, 6.2250], [0.3747, 2.2441, -11.6027], [-4.3086, -1.2061, 5.0289], [2.8798, 4.6379, 3.3972], [5.6969, 1.1284, 8.6286], [0.2151, -2.4746, 0.5101], [6.2350, -0.3915, 12.6782], [-8.3169, 0.4317, 10.6167], [-1.9031, 0.1545, -0.8379], [-2.1333, 1.8701, -1.3162], [2.0711, 2.4732, 1.5716], [0.3118, -1.7577, -3.7037]], "atomic_forces_ev_per_a": [[-0.43, 0.18, 0.83], [-0.23, 1.09, -0.79], [0.08, 0.19, -0.04], [0.28, -0.36, -0.62], [-0.12, 0.16, -0.04], [0.05, -0.04, 0.17], [0.13, -0.04, -0.20], [0.03, 0.15, -0.14], [0.38, -0.22, 0.25], [0.20, 0.09, 0.23], [0.20, -0.72, -0.41], [0.27, -0.07, -0.06], [-0.38, 0.24, 0.61], [0.25, 1.09, 0.50], [0.39, -0.44, -0.11], [0.09, -0.16, 0.28], [0.11, 0.32, 0.35], [0.22, -0.14, -0.24], [-0.24, -0.14, -0.17], [-0.29, 0.13, -0.08], [0.00, 0.29, -0.09], [-0.19, 0.04, 0.21], [-0.21, -0.27, -0.44], [0.00, -0.15, 0.40], [0.25, 0.11, 0.16], [0.27, 0.01, -0.23], [0.32, -0.43, 0.43], [0.17, -0.22, 0.22], [-0.23, 0.10, 0.18], [0.66, -0.39, -1.62], [-0.09, 0.18, 0.11], [0.41, 0.01, 0.24], [0.20, -0.21, -0.09], [0.36, -0.01, -0.24], [-0.19, 0.02, 0.01], [-0.07, -0.21, 0.17], [-0.43, 0.09, -0.08], [-0.18, 0.43, 0.09], [0.80, 0.30, -0.14], [-0.14, -0.04, 0.21], [-0.75, 0.42, 0.67], [-0.10, 0.06, 0.04], [0.28, -0.99, 0.07], [0.13, -0.11, -0.03], [-0.61, -0.38, 1.15], [-0.39, 0.36, -0.09], [0.06, 0.25, 0.17], [0.15, 0.54, -0.93], [-0.61, -1.39, 0.03], [-1.55, 0.30, -0.61], [-0.59, -1.28, 0.17], [-0.14, -1.25, 1.00], [-0.48, 1.24, -0.08], [-0.05, 0.07, -0.21], [1.14, 0.39, -0.54], [-0.92, 0.94, -0.56], [1.57, -1.28, 0.44], [-0.19, -0.39, -0.49], [-0.10, 0.61, 0.74], [0.00, -0.74, -0.07], [0.07, 0.71, 0.52], [0.74, -0.24, 0.13], [0.08, -0.69, -0.44], [0.15, 0.55, 0.31], [0.11, 0.33, -0.52], [-0.04, -0.04, -0.08], [-0.03, 0.06, 0.00], [0.68, -0.44, 0.01], [0.02, 0.01, -0.05], [0.36, 0.31, 0.57], [-0.04, -0.01, -0.05], [0.02, 0.07, 0.02], [-0.04, -0.01, 0.02], [0.17, -0.63, -0.40], [-0.05, 0.00, -0.07], [-0.05, 0.01, -0.02], [0.19, -0.62, -0.35], [-0.21, 0.12, -0.13], [0.01, -0.01, -0.02], [0.08, -0.01, 0.07], [-0.65, 0.02, 0.03], [0.69, 0.18, -0.60], [0.02, -0.03, -0.08], [0.15, 0.43, -0.64], [-0.03, 0.02, -0.04], [-0.64, 0.33, -0.05], [-0.07, -0.14, -0.15], [-0.44, -0.64, -0.07], [-0.02, 0.01, -0.02], [0.61, -0.75, 0.26], [0.00, 0.00, -0.03], [0.00, 0.02, 0.03], [-0.03, -0.04, 0.01], [-0.36, 0.12, 0.69], [-0.65, -0.25, -0.14], [0.71, 0.19, -0.21], [0.01, 0.01, 0.03], [0.49, 0.62, 0.15], [-0.06, -0.01, -0.02], [0.54, 0.63, 0.29], [-0.08, 0.22, -0.65], [-0.02, -0.01, -0.02], [-0.04, -0.06, -0.05], [0.18, 0.45, 0.51], [-0.10, 0.04, 0.10], [0.48, 0.28, -0.50], [0.03, -0.01, -0.01], [-0.06, 0.02, -0.03], [0.07, 0.01, -0.02], [-0.09, 0.13, 0.07], [0.17, -0.57, 0.14], [-0.40, 0.16, -0.56], [-0.04, -0.02, -0.01], [0.30, -0.30, 0.11], [-0.03, -0.02, -0.03], [-0.72, 0.15, -0.08], [-0.16, -0.18, 0.80], [0.01, 0.00, 0.08], [-0.58, 0.05, 0.21], [-0.03, 0.00, 0.02], [0.13, -0.83, -0.09], [0.18, -0.08, -0.12], [-0.30, 0.74, -0.70], [-0.15, -0.17, -0.04], [-0.06, -0.01, 0.01], [-0.03, 0.10, -0.05], [0.01, 0.02, 0.01], [0.76, 0.05, 0.31], [-0.07, -0.15, 0.05], [0.13, 0.91, -0.42], [-0.02, -0.03, -0.02], [0.03, 0.02, 0.01], [-0.37, 0.74, 0.00], [-0.30, -0.46, 0.26], [-0.40, -0.19, 0.68], [-0.50, 0.47, 0.44]], "total_energy_ev": -104350.4180, "homo_lumo_gap_ev": 5.716, "lumo_energy_ev": 1.58, "total_charge": -1}


{"formula": "C17H23N3O3", "method": "ωB97M-V with the def2-TZVPD basis set", "symbols": ["O", "O", "O", "N", "N", "N", "C", "C", "C", "C", "C", "C", "C", "C", "C", "C", "C", "C", "C", "C", "C", "C", "C", "H", "H", "H", "H", "H", "H", "H", "H", "H", "H", "H", "H", "H", "H", "H", "H", "H", "H", "H", "H", "H", "H", "H"], "positions_angstrom": [[0.7185, 1.1549, -0.0557], [-1.9148, 4.7093, 0.0812], [0.0724, 3.7271, 0.2711], [-1.4474, 1.3691, -0.7499], [3.3622, -2.2096, 0.4181], [-0.9835, -0.0526, -2.9343], [-2.3457, 2.6964, 2.7631], [2.0812, -3.6950, -2.5530], [2.2030, -1.3828, -1.3225], [3.1595, -3.2833, -0.4221], [-1.8662, 1.7462, 1.6730], [-0.2191, 0.8096, -0.7969], [3.1998, -5.4718, -1.3258], [-3.7720, 3.1960, 2.5263], [-1.9341, 2.3195, 0.2447], [-0.0591, -0.3016, -1.8358], [3.5583, -4.6173, -0.3093], [-1.2581, 3.7087, 0.1717], [2.7784, -1.0793, -0.1162], [2.4689, -5.0205, -2.4441], [2.4223, -2.8012, -1.5365], [1.4255, -0.4830, -2.2333], [-2.2308, 2.0057, 4.1260], [0.4126, 2.8104, 0.2763], [-2.4906, 2.6681, 4.9477], [-1.2317, 1.6986, 4.3492], [1.5317, -3.3307, -3.4352], [1.4102, -0.9022, -3.2603], [-0.6136, 0.6647, -3.5836], [-4.4891, 2.3377, 2.3686], [-2.9046, 1.1197, 4.1518], [-2.4988, 0.8332, 1.6720], [-3.8514, 3.8039, 1.6302], [-1.6889, 3.5726, 2.7814], [1.9170, 0.4776, -2.2754], [-0.8514, 1.4325, 1.8819], [-2.9891, 2.5424, -0.0082], [2.2178, -5.7031, -3.2317], [3.8655, -2.2171, 1.3055], [3.4987, -6.4954, -1.2797], [4.1445, -4.9573, 0.5666], [-2.0562, 1.0390, -1.4938], [2.8052, -0.1246, 0.4179], [-0.3927, -1.2235, -1.3271], [-1.0748, -0.8823, -3.4901], [-4.0893, 3.7915, 3.3962]], "atomic_forces_ev_per_a": [[-0.66, -0.18, -0.50], [0.08, 0.09, 0.00], [-0.33, 0.41, -0.05], [0.34, -0.37, -0.29], [0.27, 0.09, 0.58], [0.24, 0.72, -0.62], [-0.11, 0.06, 0.24], [-0.16, 0.01, -0.44], [0.00, -0.39, 0.24], [-0.16, 0.30, -0.18], [-0.51, -0.34, -0.36], [0.21, 0.47, 0.64], [-0.23, 0.40, -0.35], [-0.57, -0.74, 0.07], [-0.47, 0.43, 0.08], [0.24, -0.05, 0.30], [0.35, 0.17, 0.70], [0.02, -0.35, 0.01], [-0.03, 0.14, -0.18], [0.06, 0.52, 0.34], [0.29, 0.23, 0.60], [-0.30, -0.44, -0.27], [-0.94, -0.21, -0.21], [0.26, -0.40, 0.04], [-0.34, 0.16, -0.02], [0.77, -0.44, -0.11], [0.26, -0.31, 0.43], [0.18, 0.15, 0.51], [-0.22, -0.46, 0.65], [0.66, 0.70, 0.42], [0.43, 0.48, 0.11], [0.28, 0.37, 0.07], [0.09, 0.26, 0.00], [0.04, 0.01, -0.06], [0.04, 0.42, -0.14], [0.28, -0.10, 0.05], [0.60, -0.28, 0.07], [-0.06, -0.29, -0.21], [-0.37, -0.13, -0.68], [0.12, -0.53, 0.03], [-0.43, 0.17, -0.66], [0.00, 0.18, 0.22], [-0.02, -0.54, -0.32], [0.09, 0.25, -0.17], [-0.15, -0.42, -0.19], [-0.10, -0.21, -0.37]], "total_energy_ev": -28616.9072, "homo_lumo_gap_ev": 8.526, "lumo_energy_ev": 0.55, "smiles": "CC(C)C[C@H](NC(=O)[C@@H](N)Cc1c[nH]c2ccccc12)C(=O)O"}


We obtain F_max values of 0.0403; 0.0204 Eh/bohr for the records listed above, in that order.